(1)
74
Properties=species:S:1:pos:R:3:lowdin_spin:R:1 method="wB97M-V/def2-TZVPD" spin_multiplicity=4 e_lumo_ev="-9.70 / -9.60" orbital_gap_ha="0.267 / 0.271" homo_energy_ha="-0.6233 / -0.6233" de_lowest_kcal_mol=0.0 total_charge=+3
Er 0.226 0.040 -0.135 3.0337
P -2.456 -0.411 0.738 -0.0049
P 1.004 -0.289 2.653 -0.0049
P 0.120 -2.664 -0.138 -0.0058
H 0.495 2.317 -2.624 0.0001
C -0.317 1.743 -3.093 -0.0022
C -1.256 1.322 -2.191 -0.0005
H -1.556 1.908 -1.295 0.0000
C -3.677 0.949 0.992 -0.0008
C -2.891 -1.269 2.304 -0.0006
C -3.474 -1.465 -0.355 -0.0007
C 2.829 -0.234 2.582 -0.0003
C 0.699 0.805 4.079 -0.0008
C 0.875 -1.905 3.491 -0.0008
C -0.585 -3.234 -1.724 -0.0003
C -0.775 -3.770 0.993 -0.0013
C 1.734 -3.505 0.187 -0.0005
H -0.138 1.498 -4.161 -0.0001
H -2.088 0.641 -2.379 0.0001
H -3.611 1.751 0.242 0.0000
H -3.578 1.409 1.984 0.0000
H -4.673 0.490 0.935 -0.0002
H -2.604 -0.686 3.181 0.0000
H -2.427 -2.255 2.388 0.0000
H -3.982 -1.392 2.315 -0.0001
H -3.430 -1.133 -1.394 0.0000
H -4.514 -1.378 -0.015 -0.0002
H -3.194 -2.520 -0.325 0.0000
H 3.208 -0.470 3.583 -0.0001
H 3.141 0.769 2.263 0.0000
H 3.155 -0.993 1.856 0.0000
H 1.419 0.478 4.840 -0.0002
H -0.338 0.681 4.420 0.0000
H 0.859 1.859 3.800 0.0000
H 1.395 -1.779 4.449 -0.0002
H 1.374 -2.665 2.881 0.0000
H -0.180 -2.173 3.638 0.0000
H 0.050 -4.095 -1.970 -0.0001
H -0.513 -2.470 -2.513 0.0000
H -1.648 -3.512 -1.589 0.0000
H -0.432 -4.776 0.716 -0.0003
H -1.854 -3.681 0.869 0.0000
H -0.481 -3.537 2.020 0.0000
H 1.773 -4.478 -0.326 -0.0001
H 1.852 -3.687 1.272 0.0000
H 2.546 -2.870 -0.187 0.0000
C 2.854 -1.038 -3.620 -0.0017
C 4.208 -1.433 -3.460 -0.0002
C 4.937 -1.795 -4.610 -0.0001
C 4.410 -1.577 -5.903 0.0001
C 3.076 -1.147 -6.034 -0.0002
C 2.286 -0.864 -4.894 -0.0002
S 1.639 -0.709 -2.146 -0.0016
H 2.386 -0.115 -1.064 -0.0006
H 4.698 -1.471 -2.465 0.0000
H 5.925 -2.267 -4.537 0.0000
H 5.029 -1.702 -6.813 0.0000
H 2.633 -1.059 -7.038 0.0000
H 1.235 -0.526 -5.014 0.0000
N -1.223 6.960 0.464 0.0001
C -0.828 5.736 -0.043 0.0000
O -0.469 5.594 -1.208 -0.0002
C -0.929 4.524 0.865 -0.0001
C -1.608 4.558 2.086 0.0004
C -1.781 3.365 2.778 -0.0002
C -1.292 2.169 2.240 0.0002
N -0.594 2.097 1.081 -0.0042
C -0.467 3.274 0.396 0.0004
H -1.021 7.777 -0.101 0.0000
H -1.309 7.117 1.457 0.0000
H -2.048 5.487 2.452 0.0000
H -2.318 3.312 3.719 0.0000
H -1.483 1.206 2.754 0.0000
H -0.026 3.162 -0.597 0.0001

=====

(2)
10
Properties=species:S:1:pos:R:3:nbo_charge:R:1 method="wB97M-V/def2-TZVPD" e_lumo_ev=0.40 orbital_gap_ha=0.324 homo_energy_ha=-0.3090 de_lowest_kcal_mol=30.5
N -1.642 -0.612 0.295 -1.2884
Si 1.611 -0.195 0.132 0.3686
Si -0.516 0.664 0.115 0.9777
H -2.629 -0.424 0.354 0.4022
H -1.492 -1.465 -0.219 0.3976
H 2.438 0.323 -0.957 -0.1138
H 2.322 0.083 1.389 -0.1290
H 1.589 -1.657 0.005 -0.1239
H -1.052 1.738 0.943 -0.1628
H -0.630 1.546 -2.058 -0.3282

=====

(3)
18
Properties=species:S:1:pos:R:3:nbo_charge:R:1 method="wB97M-V/def2-TZVPD" e_lumo_ev=3.86 orbital_gap_ha=0.288 homo_energy_ha=-0.1460 de_lowest_kcal_mol=8.0 total_charge=-1
C 1.849 -0.475 0.134 -0.4184
C 0.931 -1.724 -0.184 -0.6196
C 2.829 -0.174 -0.983 -0.6118
H 1.163 0.341 0.375 0.2662
H 2.371 -0.713 1.053 0.1743
H 1.432 -2.601 0.213 0.1840
H 0.751 -1.722 -1.250 0.1928
H 3.388 -1.050 -1.325 0.1841
H 2.391 0.419 -1.776 0.2065
H 0.016 -1.498 0.360 0.2377
H 3.654 0.415 -0.580 0.1927
C -1.768 0.227 -0.973 -0.7437
C -1.576 0.746 0.472 0.7572
O -0.706 1.644 0.590 -0.8069
O -2.260 0.201 1.363 -0.7851
H -2.299 0.982 -1.562 0.1968
H -2.341 -0.697 -0.985 0.1954
H -0.772 0.150 -1.398 0.1977

=====

(4)
86
Properties=species:S:1:pos:R:3:lowdin_charge:R:1 method="wB97M-V/def2-TZVPD" e_lumo_ev=0.33 orbital_gap_ha=0.314 homo_energy_ha=-0.3016 de_lowest_kcal_mol=0.0
Pd 0.367 0.101 -0.058 0.9655
C 0.051 1.195 3.441 -0.0411
C 0.366 -0.206 3.093 -0.3142
C 0.567 -1.248 3.996 0.0168
C 0.947 -2.329 3.234 -0.2685
C 1.293 -3.696 3.723 -0.0213
N 0.964 -1.947 1.944 0.0481
N 0.576 -0.635 1.849 0.0018
B 1.509 -2.836 0.803 -0.5242
N 2.535 -1.998 0.029 0.0439
N 2.117 -0.833 -0.503 -0.0141
C 3.142 -0.318 -1.187 -0.3142
C 3.123 1.000 -1.883 -0.0203
C 4.234 -1.185 -1.094 0.0230
C 3.809 -2.241 -0.305 -0.2571
C 4.556 -3.454 0.137 -0.0111
N 0.419 -3.331 -0.141 0.0084
N -0.561 -2.498 -0.555 0.0995
C -1.343 -3.230 -1.349 -0.3554
C -2.562 -2.707 -2.031 -0.0312
C -0.856 -4.542 -1.449 0.0020
C 0.275 -4.567 -0.663 -0.2782
C 1.227 -5.693 -0.427 -0.0229
H -0.742 1.234 4.184 0.0880
H -0.253 1.746 2.561 0.0092
H 0.928 1.673 3.879 0.0906
H 0.469 -1.206 5.067 0.1142
H 1.126 -3.732 4.798 0.0809
H 2.337 -3.943 3.528 0.0786
H 0.677 -4.461 3.251 0.0872
H 2.055 -3.773 1.298 0.1031
H 2.864 1.802 -1.197 0.0356
H 2.412 1.031 -2.708 0.0614
H 4.113 1.204 -2.287 0.0889
H 5.213 -1.043 -1.520 0.1103
H 5.620 -3.306 -0.039 0.0817
H 4.239 -4.341 -0.414 0.0771
H 4.404 -3.652 1.196 0.0782
H -3.209 -2.182 -1.334 0.0561
H -3.122 -3.536 -2.461 0.0785
H -2.309 -2.028 -2.847 0.0575
H -1.275 -5.358 -2.015 0.1048
H 0.754 -6.633 -0.709 0.0794
H 1.532 -5.757 0.616 0.0684
H 2.130 -5.579 -1.031 0.0771
C 0.361 -0.336 -3.081 -0.0861
O 0.130 0.587 -2.020 -0.4265
Si -1.036 1.822 -1.905 0.3336
C -0.502 3.227 -3.022 -0.1534
C -2.518 1.126 -2.826 -0.1436
C -1.024 1.952 -0.053 -0.4766
Si -2.784 1.796 0.601 0.3804
C -3.561 0.128 0.249 -0.1782
C -3.114 1.991 2.445 -0.1802
C -3.917 3.133 -0.122 -0.1781
Si -0.159 3.563 0.429 0.3909
C -1.053 5.079 -0.264 -0.1708
C 1.623 3.619 -0.166 -0.1872
C 0.045 4.079 2.232 -0.1876
H -0.032 0.082 -4.009 0.0950
H -0.137 -1.278 -2.857 0.0723
H 1.427 -0.519 -3.180 0.0728
H -0.327 2.821 -4.023 0.0388
H 0.388 3.772 -2.713 0.0214
H -1.325 3.939 -3.114 0.0363
H -2.311 1.168 -3.900 0.0415
H -3.434 1.688 -2.656 0.0321
H -2.711 0.090 -2.566 0.0019
H -2.993 -0.663 0.747 0.0350
H -3.619 -0.110 -0.807 -0.0098
H -4.579 0.121 0.648 0.0395
H -2.815 1.119 3.019 0.0220
H -4.202 2.074 2.533 0.0358
H -2.683 2.881 2.903 0.0159
H -3.836 3.256 -1.202 0.0146
H -3.716 4.106 0.329 0.0139
H -4.957 2.885 0.104 0.0348
H -1.231 5.060 -1.338 0.0080
H -0.440 5.959 -0.049 0.0356
H -2.013 5.231 0.231 0.0165
H 1.752 3.427 -1.230 0.0026
H 2.189 2.864 0.390 0.0295
H 2.061 4.595 0.057 0.0419
H -0.868 4.066 2.827 0.0241
H 0.387 5.117 2.185 0.0374
H 0.813 3.516 2.755 0.0116

=====

(5)
13
Properties=species:S:1:pos:R:3:nbo_charge:R:1 method="wB97M-V/def2-TZVPD" e_lumo_ev=0.34 orbital_gap_ha=0.375 homo_energy_ha=-0.3626 de_lowest_kcal_mol=116.8
C -0.945 -1.041 -1.628 0.3881
C -0.589 0.158 -0.656 -0.3329
C 1.257 -0.037 0.870 -0.2556
C 0.235 0.767 1.509 -0.2658
H -1.706 -2.134 -1.238 0.1824
H -1.583 0.748 -0.457 0.2104
H 0.062 0.911 -1.280 0.2173
H 1.842 -0.867 1.429 0.2039
H 1.787 0.314 -0.034 0.2035
H -0.185 0.580 2.497 0.2161
H 0.218 1.718 1.101 0.1900
N -0.140 -0.291 0.661 -0.4054
O -0.251 -0.825 -2.773 -0.5520

=====

(6)
53
Properties=species:S:1:pos:R:3:lowdin_spin:R:1 method="wB97M-V/def2-TZVPD" spin_multiplicity=4 e_lumo_ev="-2.21 / -2.21" orbital_gap_ha="0.267 / 0.281" homo_energy_ha="-0.3483 / -0.3621" de_lowest_kcal_mol=129.1 total_charge=+1
V 26.976 15.857 -8.900 2.8211
N 28.686 18.627 -7.647 0.0033
O 28.965 19.394 -8.551 0.0028
O 28.550 17.458 -7.894 0.0248
O 28.594 18.987 -6.507 0.0035
C 29.738 15.669 -10.809 0.0042
O 28.684 15.850 -10.336 0.0211
N 29.918 16.066 -12.027 0.0014
N 30.884 15.324 -10.276 0.0015
H 30.815 15.911 -12.465 0.0002
H 29.051 16.266 -12.504 0.0001
H 30.992 15.310 -9.272 0.0001
H 31.666 15.221 -10.907 0.0002
C 26.033 15.403 -12.205 0.0024
O 26.125 15.515 -11.021 0.0153
N 26.447 14.442 -12.901 0.0009
N 25.552 16.297 -13.036 0.0008
H 26.452 14.680 -13.882 0.0001
H 26.996 13.727 -12.445 0.0001
H 25.283 17.198 -12.667 0.0000
H 25.209 16.085 -13.962 0.0002
C 25.118 18.884 -8.950 0.0032
O 25.691 17.882 -8.775 0.0195
N 23.940 19.048 -9.319 0.0013
N 25.720 20.062 -8.737 0.0013
H 23.641 20.002 -9.463 0.0001
H 23.411 18.199 -9.454 0.0001
H 26.634 20.259 -8.356 0.0001
H 25.207 20.742 -9.279 0.0002
C 23.681 15.480 -8.545 0.0038
O 24.849 15.268 -8.476 0.0161
N 22.938 14.719 -9.298 0.0013
N 23.042 16.431 -7.972 0.0019
H 23.492 14.150 -9.921 0.0000
H 21.947 14.849 -9.445 0.0001
H 22.040 16.319 -7.905 0.0002
H 23.502 17.026 -7.298 0.0000
C 27.698 14.931 -5.822 0.0058
O 27.296 14.982 -6.956 0.0243
N 28.207 15.887 -5.171 0.0020
N 27.624 13.830 -5.214 0.0024
H 28.485 16.702 -5.698 0.0001
H 28.540 15.635 -4.252 0.0003
H 27.293 12.974 -5.636 0.0001
H 27.976 13.869 -4.268 0.0002
C 27.233 12.537 -9.250 0.0015
O 27.557 13.654 -9.420 0.0090
N 26.013 12.176 -9.107 0.0007
N 28.067 11.547 -9.018 0.0006
H 25.936 11.362 -8.514 0.0001
H 25.392 12.634 -9.758 0.0000
H 27.745 10.609 -8.827 0.0000
H 29.045 11.668 -9.239 0.0000

=====

(7)
89
Properties=species:S:1:pos:R:3:lowdin_charge:R:1 method="wB97M-V/def2-TZVPD" e_lumo_ev=-4.72 orbital_gap_ha=0.229 homo_energy_ha=-0.4023 total_charge=+1
C -1.385 0.573 2.998 -0.0065
C -2.570 0.350 2.417 -0.1351
C -2.933 0.852 1.014 -0.1198
C -2.100 0.251 -0.098 -0.1600
C -1.110 0.999 -0.738 0.0369
C -0.386 0.442 -1.759 -0.1138
N -0.648 -0.812 -2.145 -0.4434
I 0.410 -1.630 -3.725 1.1456
C -1.583 -1.558 -1.545 -0.1323
C -2.337 -1.063 -0.519 0.0375
H -1.297 0.804 4.060 0.0891
H -0.491 0.574 2.363 0.0792
H -3.343 -0.187 2.975 0.1159
H -2.757 1.934 1.003 0.1250
H -3.990 0.598 0.811 0.0989
H -0.934 2.027 -0.429 0.1410
H 0.374 1.022 -2.281 0.0963
H -1.780 -2.570 -1.891 0.1227
H -3.112 -1.675 -0.064 0.1450
C 2.731 2.918 -5.415 0.0803
C 2.701 3.567 -6.591 -0.2420
C 1.473 3.573 -7.454 -0.3039
O 1.493 4.188 -8.496 0.1472
C 0.309 2.823 -6.990 0.0927
C 0.347 2.177 -5.823 -0.2272
C 1.569 2.196 -4.950 -0.3018
O 1.550 1.600 -3.874 -0.0036
O -0.704 1.478 -5.367 0.0725
O 3.741 4.237 -7.051 0.0984
H 3.609 2.909 -4.784 0.1411
H -0.566 2.817 -7.626 0.1431
H -0.424 1.114 -4.513 0.0326
H 3.457 4.615 -7.908 0.1344
C -6.938 1.644 1.685 0.0756
C -7.162 0.647 0.825 -0.2303
C -8.532 0.350 0.299 -0.3158
O -8.660 -0.562 -0.497 0.1137
C -9.641 1.165 0.770 0.0814
C -9.423 2.165 1.636 -0.2327
C -8.046 2.479 2.142 -0.3085
O -7.900 3.407 2.911 0.1257
O -10.409 2.932 2.094 0.1257
O -6.180 -0.149 0.376 0.0727
H -5.953 1.869 2.070 0.1271
H -10.627 0.929 0.397 0.1406
H -9.992 3.575 2.698 0.1253
H -6.615 -0.781 -0.230 0.1190
C 2.099 -2.816 5.071 0.0786
C 2.108 -4.144 5.257 -0.2180
C 1.051 -5.027 4.653 -0.2810
O 1.110 -6.227 4.831 0.1079
C -0.009 -4.397 3.876 0.0831
C -0.016 -3.071 3.697 -0.2283
C 1.054 -2.194 4.276 -0.3078
O 1.005 -0.995 4.061 0.0935
O -0.972 -2.454 2.993 0.0804
O 3.050 -4.743 5.983 0.1301
H 2.853 -2.170 5.496 0.1389
H -0.773 -5.040 3.462 0.1379
H -0.755 -1.496 3.013 0.0555
H 2.850 -5.701 5.978 0.0944
C 4.587 8.517 -4.179 0.0808
C 4.264 7.507 -4.995 -0.2266
C 2.855 7.292 -5.459 -0.2906
O 2.631 6.364 -6.218 0.0989
C 1.824 8.197 -4.978 0.0765
C 2.145 9.207 -4.158 -0.2329
C 3.560 9.441 -3.714 -0.3121
O 3.793 10.384 -2.984 0.1219
O 1.235 10.058 -3.693 0.1213
O 5.171 6.635 -5.442 0.1170
H 5.600 8.684 -3.839 0.1392
H 0.810 8.020 -5.307 0.1357
H 1.724 10.689 -3.129 0.1249
H 4.685 6.006 -6.011 0.0959
C 4.606 -9.460 3.516 0.0753
C 5.776 -9.752 4.096 -0.2378
C 6.045 -9.418 5.532 -0.3127
O 7.118 -9.724 6.013 0.1194
C 5.000 -8.734 6.287 0.0818
C 3.832 -8.437 5.707 -0.2207
C 3.552 -8.797 4.275 -0.3131
O 2.468 -8.524 3.800 0.1118
O 2.855 -7.805 6.381 0.0775
O 6.765 -10.356 3.437 0.1149
H 4.399 -9.698 2.482 0.1356
H 5.213 -8.483 7.316 0.1387
H 2.106 -7.700 5.756 0.0869
H 7.493 -10.453 4.081 0.1221

=====

(8)
86
Properties=species:S:1:pos:R:3:lowdin_spin:R:1 method="wB97M-V/def2-TZVPD" spin_multiplicity=4 e_lumo_ev="-0.01 / -1.41" orbital_gap_ha="0.281 / 0.234" homo_energy_ha="-0.2813 / -0.2862"
Co 2.146 0.062 1.184 1.9358
C 4.193 -4.931 0.619 -0.0005
C 4.436 -3.554 1.040 -0.0008
C 5.360 -2.787 0.376 0.0048
C 5.656 -1.456 0.663 -0.0018
C 4.955 -0.927 1.751 0.0120
C 4.070 -1.627 2.471 0.0089
C 3.832 -2.958 2.120 0.0087
S 5.087 0.882 1.935 0.0067
O 4.875 1.232 3.309 0.0023
O 6.328 1.268 1.344 0.0031
N 3.766 1.219 1.074 0.0266
C 3.599 2.481 0.361 0.0097
C 2.148 2.696 -0.057 0.0182
O 1.770 3.601 -0.823 0.0217
O 1.293 1.871 0.538 0.2224
H 4.927 -5.640 0.966 -0.0002
H 3.983 -4.939 -0.455 -0.0001
H 3.270 -5.364 1.112 0.0000
H 5.899 -3.232 -0.487 0.0003
H 6.410 -0.865 0.192 -0.0002
H 3.638 -1.101 3.310 0.0017
H 3.113 -3.506 2.723 0.0002
H 4.163 2.444 -0.597 0.0015
H 3.949 3.341 0.960 -0.0001
C -6.413 1.051 0.543 0.0001
S -5.689 -0.162 1.687 0.0002
C -3.932 0.183 1.211 0.0008
C -2.836 -0.602 1.952 0.0025
C -1.453 -0.015 1.814 0.0103
N -0.886 0.259 0.475 0.0406
P -0.669 1.767 -0.218 0.3906
C -1.079 3.155 0.834 0.0152
C -0.422 3.292 2.046 0.0154
C -0.667 4.364 2.895 -0.0029
C -1.668 5.284 2.549 0.0199
C -2.491 5.059 1.471 -0.0011
C -2.187 4.020 0.594 0.0211
C -1.923 1.672 -1.660 0.1076
C -2.682 0.562 -1.967 0.0362
C -3.634 0.585 -3.003 0.0011
C -3.854 1.708 -3.803 0.0273
C -2.949 2.796 -3.559 -0.0027
C -2.040 2.793 -2.534 0.0227
P 0.485 -0.811 0.050 -0.0158
C 0.666 -0.629 -1.794 0.0051
C -0.009 -1.375 -2.748 -0.0006
C 0.166 -1.214 -4.104 0.0040
C 1.070 -0.226 -4.525 0.0009
C 1.823 0.460 -3.557 0.0033
C 1.610 0.301 -2.188 0.0073
C -0.269 -2.497 0.195 -0.0009
C 0.611 -3.384 0.751 0.0001
C 0.327 -4.723 0.883 0.0000
C -0.909 -5.209 0.381 0.0000
C -1.818 -4.334 -0.165 -0.0001
C -1.531 -2.975 -0.162 0.0000
H -7.367 1.349 1.002 0.0000
H -6.660 0.503 -0.336 0.0000
H -5.710 1.868 0.346 0.0000
H -3.830 1.287 1.350 0.0001
H -3.952 0.004 0.166 0.0003
H -2.881 -1.655 1.655 0.0000
H -3.016 -0.552 3.025 0.0005
H -0.792 -0.777 2.227 0.0023
H -1.350 0.906 2.399 0.0006
H 0.378 2.655 2.316 0.0011
H -0.039 4.474 3.787 -0.0005
H -1.935 6.096 3.250 0.0012
H -3.285 5.784 1.305 -0.0005
H -2.938 3.989 -0.235 0.0010
H -2.490 -0.387 -1.431 0.0019
H -4.213 -0.300 -3.217 -0.0002
H -4.651 1.649 -4.583 0.0016
H -2.981 3.691 -4.181 -0.0005
H -1.400 3.643 -2.409 0.0009
H -0.734 -2.113 -2.397 -0.0001
H -0.392 -1.833 -4.776 0.0003
H 1.241 -0.031 -5.538 0.0000
H 2.569 1.187 -3.851 0.0001
H 2.239 0.901 -1.505 0.0005
H 1.575 -3.073 1.175 0.0003
H 1.070 -5.337 1.402 0.0000
H -1.076 -6.269 0.393 0.0000
H -2.736 -4.657 -0.616 0.0000
H -2.255 -2.365 -0.696 0.0001